Here is a molecular structure, C22H23F6N2OPPtS3 at a distorted geometry from OMol25. Energies are from ωB97M-V/def2-TZVPD.

Structure (XYZ):
```
59
Properties=species:S:1:pos:R:3
Pt -0.02612 0.09361 -0.07260
S 1.14254 -1.84221 -2.32861
S -4.40310 -1.32639 1.61354
S -0.62581 -2.48541 1.44096
P 0.93344 1.97258 -2.93617
F -0.42464 1.20306 -2.37187
F 1.78010 1.27730 -1.70979
F 0.06214 2.59515 -4.15042
F 1.25456 0.68091 -3.86299
F 2.28442 2.69663 -3.45150
F 0.58616 3.26311 -2.04186
O 0.27861 2.09491 0.30385
N -2.29923 0.26133 2.08174
N -1.11190 0.76697 1.88506
C 1.58108 2.52200 3.65388
C 0.35982 -1.79800 -0.85519
C 1.25278 -4.88565 -0.76269
C 0.72611 2.08231 2.63276
C -3.43417 -0.00903 -2.63534
C -0.86108 -4.37736 -2.00320
C -4.64342 -0.01885 -3.31070
C -1.11820 1.27497 4.23664
C 1.05769 2.41241 1.26453
C -5.66801 -0.84045 -2.87622
C -0.95520 -5.20729 0.33746
C -4.27179 -1.65370 -1.08731
C 2.68719 3.29368 3.38188
C -2.85785 -0.71211 1.56770
C -4.13547 -2.46495 0.15089
C 2.22187 3.18974 1.02999
C -0.11072 -2.88759 -0.14068
C -0.47595 1.35003 2.87896
C -0.16894 -4.32472 -0.63630
C 3.00184 3.63462 2.06463
C -3.24867 -0.81741 -1.52782
C -5.48455 -1.64785 -1.76987
H -4.89155 -3.24373 0.23250
H -2.63391 0.63614 -2.95872
H -0.49906 -5.20304 1.32453
H -1.98120 -4.85911 0.43844
H 3.87552 4.23978 1.86675
H -0.68203 1.97739 4.93911
H 2.45621 3.42417 0.00407
H -2.29105 -0.75970 -0.99818
H -0.29634 -3.80957 -2.73673
H 1.74395 -4.88864 0.20880
H 1.83387 -4.27925 -1.45315
H -2.18062 1.50042 4.12162
H -1.04674 0.26481 4.63846
H 3.32035 3.63153 4.19097
H -6.62087 -0.84626 -3.38995
H -0.97510 -6.23064 -0.03460
H -0.92278 -5.40957 -2.34148
H -6.29208 -2.27821 -1.41867
H -1.86656 -3.96723 -1.94160
H -3.13733 -2.86925 0.28965
H 1.21450 -5.90709 -1.14097
H -4.78667 0.62171 -4.16960
H 1.39009 2.22652 4.67611
```

**Largest force on an atom**: 3.5 eV Å⁻¹
**Kohn-Sham gap (spin up / spin down)**: 5.3901 / 5.3821 eV
**LUMO level (spin up / spin down)**: 0.025 / 0.023 hartree
**Spin multiplicity**: 2
**HOMO (spin up / spin down)**: -4.715 / -4.766 eV
**Electronic energy**: -3291.41089 a.u.
**<S²>**: 0.90
**Total charge**: -1


Here is C6H10O in the gas phase from OMol25. Energies are from ωB97M-V/def2-TZVPD.

Structure (XYZ):
```
17
Properties=species:S:1:pos:R:3
O -0.42361 -1.07065 0.80486
C -1.31526 -0.04737 1.20561
C -0.02948 -0.84727 -0.54764
C 1.34636 -1.46288 -0.73105
C -0.91510 1.17965 0.41720
C 0.54856 1.49376 0.31193
C -0.11842 0.65948 -0.74334
H -0.25263 1.05012 -1.74810
H 1.70012 -1.33596 -1.75993
H 0.82356 2.50851 0.03660
H 1.31604 -2.53208 -0.50043
H -1.23422 0.04480 2.29362
H -2.35740 -0.29725 0.95236
H 2.06232 -0.98669 -0.05369
H 1.24757 1.00769 0.98911
H -0.74747 -1.33128 -1.23108
H -1.65096 1.96740 0.30399
```

**Largest force on an atom**: 0.2 eV Å⁻¹
**Kohn-Sham gap**: 10.7869 eV
**SMILES**: C[C@H]1OC[C@H]2C[C@H]21
**LUMO level**: 0.042 hartree
**HOMO**: -9.638 eV
**Electronic energy**: -309.82222 a.u.


Here is a molecular structure, C42H50BrN4O4SiTl at a distorted geometry from OMol25. Energies are from ωB97M-V/def2-TZVPD.

Structure (XYZ):
```
103
Properties=species:S:1:pos:R:3
Tl 10.51676 16.65140 14.25124
Br 11.77258 13.26322 13.36228
Si 12.16474 11.38606 12.11586
O 5.97199 23.14046 16.65826
O 8.89945 16.84609 16.42234
O 6.59480 21.67141 18.22053
O 12.59540 15.95890 16.52342
N 8.85424 18.51041 13.08624
N 10.83493 16.07354 18.54114
N 10.22210 16.82354 11.41826
N 9.78807 16.14494 19.31561
C 10.67632 13.61940 18.61004
C 12.26528 9.92414 13.38245
C 6.56645 21.94384 17.01728
C 7.17365 17.97080 17.34958
C 9.42321 16.48328 8.76348
C 7.96189 17.57990 19.99296
C 14.51919 10.57555 10.64038
C 8.46920 20.76917 15.94331
C 8.26864 17.39408 21.35758
C 14.83085 12.46720 12.21165
C 8.81498 17.05226 18.90801
C 6.35134 20.66765 14.84119
C 11.29517 12.40128 18.29707
C 10.93264 10.28192 9.76178
C 8.25540 19.40993 13.94300
C 10.25628 12.59945 10.38785
C 7.12471 21.11984 15.90139
C 12.38973 12.40632 17.43265
C 12.80855 13.58641 16.80554
C 8.69898 17.28083 9.62166
C 9.42463 10.74211 11.73517
C 7.46236 17.92528 22.34574
C 6.13908 19.03870 20.69303
C 11.18135 14.78310 18.04909
C 6.89517 19.79287 13.90365
C 6.88258 18.41699 19.69880
C 9.02894 19.96786 14.97749
C 11.13445 10.00599 14.40124
C 9.12410 17.44452 10.98145
C 8.42357 17.25621 17.50513
C 10.91838 16.02758 10.58858
C 13.57432 12.80851 10.10917
C 10.65560 11.23710 10.93714
C 6.48649 18.58594 18.33398
C 12.16784 14.77797 17.04174
C 12.18376 8.56906 12.67040
C 13.59315 10.01169 14.14412
C 6.38606 18.75568 22.02808
C 13.85128 11.81460 11.22729
C 13.83000 15.99662 15.74908
C 8.43301 18.30325 11.89632
C 10.56816 15.80974 9.25835
H 13.91660 17.04315 15.44394
H 9.53689 9.69670 12.04586
H 10.15933 9.84050 13.92991
H 13.65694 9.19584 14.87738
H 6.79735 17.96727 16.32820
H 5.73512 19.15447 22.81598
H 6.11323 23.35969 15.71487
H 11.14504 15.11133 8.63699
H 13.64962 13.59539 16.08175
H 5.61925 19.22730 18.16067
H 13.71901 10.96619 14.65994
H 11.64667 10.68866 9.04356
H 9.22091 11.37960 12.58468
H 11.79127 15.52184 11.04583
H 9.99621 10.15683 9.22930
H 11.31167 8.47648 12.01889
H 13.90051 10.17819 9.81310
H 15.73810 12.74470 11.65596
H 9.17711 16.82072 21.60500
H 14.69832 15.75169 16.38030
H 9.86029 13.73430 19.33035
H 14.44277 13.39842 12.65698
H 8.55686 10.79999 11.06436
H 10.09171 19.71626 15.05643
H 12.09989 7.73683 13.38852
H 13.12521 13.72346 10.49299
H 10.93150 11.46076 18.75285
H 12.92697 12.39926 9.34241
H 15.48382 10.88572 10.20516
H 7.69912 17.69358 23.39666
H 11.25071 9.20690 15.15088
H 13.08935 8.41150 12.07588
H 13.78616 15.36327 14.85389
H 7.55106 18.75587 11.44921
H 11.12919 10.94775 14.96002
H 15.12688 11.78885 13.02781
H 11.00637 13.10504 9.76826
H 5.30757 20.97060 14.75978
H 9.11198 16.39499 7.70954
H 14.72357 9.76556 11.35994
H 12.91935 11.46867 17.21834
H 9.09854 21.11856 16.78661
H 5.38560 19.76675 20.37711
H 11.23970 9.28736 10.09271
H 7.77759 17.76550 9.29376
H 6.23808 19.33713 13.15664
H 14.44268 9.86544 13.47204
H 9.39595 12.47413 9.73211
H 9.92683 13.28532 11.18201
H 14.51898 13.08171 9.62164
```

**Largest force on an atom**: 5.2 eV Å⁻¹
**Kohn-Sham gap (spin up / spin down)**: 5.1352 / 5.1588 eV
**LUMO level (spin up / spin down)**: -0.304 / -0.303 hartree
**HOMO (spin up / spin down)**: -13.413 / -13.413 eV
**Electronic energy**: -5185.86865 a.u.
**Total charge**: +2


Here is 2 unconnected molecules or ions with the total composition C21H32N10O2 at a distorted geometry from OMol25. Energies are from ωB97M-V/def2-TZVPD.

Structure (XYZ):
```
65
Properties=species:S:1:pos:R:3
O -3.79030 -2.41566 -4.01646
O -2.17601 -0.81778 -0.19796
N 4.41724 -1.20878 -0.48649
N -2.60157 -1.98967 -5.86930
N 0.55022 2.98432 2.71969
N 3.92434 4.01196 2.34053
N 2.73648 2.26395 1.68923
N -1.90113 -0.93996 -2.36483
N 2.63460 -1.18097 -1.88885
N 2.60545 6.27318 3.86952
N 0.67960 5.08655 3.82848
N 2.36845 -0.99120 0.38882
C -2.95597 -2.85379 -1.14232
C -1.57840 -1.52854 -3.68707
C 3.97912 2.88165 1.67941
C -0.00281 3.99357 3.43276
C -2.35650 -1.46487 -1.22297
C 1.22233 -1.10667 -2.31790
C 2.60300 4.13737 2.77771
C 1.95453 5.15319 3.48587
C -0.46416 -2.59945 -3.59534
C 0.01832 0.29566 4.19831
C -2.75465 -0.00403 4.41935
C -2.21563 0.84140 3.44462
C 3.12860 -1.12337 -0.66660
C 0.57995 -2.49656 -2.46222
C -3.62423 -2.41558 -6.82632
C -0.28854 1.87588 2.22601
C -0.52293 -0.55724 5.17027
C 1.84887 3.04809 2.39287
C -0.82718 0.99982 3.32484
C -1.90907 -0.70778 5.28055
C -2.76570 -2.01240 -4.54188
H -2.38191 -3.56435 -1.72728
H 4.81324 -1.24708 0.43588
H -3.30140 -2.21018 -7.84847
H 1.35943 -3.22975 -2.67593
H -2.98694 -3.17338 -0.10230
H 1.19935 -0.61456 -3.29274
H 3.30435 -1.30547 -2.63256
H -3.81458 -3.48575 -6.71857
H -1.72950 0.04890 -2.27243
H 1.09636 0.40600 4.13834
H 0.07114 -2.60277 -4.54634
H -4.55757 -1.88071 -6.63689
H -1.12745 2.28762 1.65411
H 3.61717 6.19855 3.88122
H 2.13799 6.79252 4.60418
H 4.87445 2.49829 1.19654
H 5.02786 -1.35613 -1.27531
H 0.63393 -0.49802 -1.62992
H -3.83274 -0.12195 4.50124
H -1.15955 -0.70671 -4.26696
H -0.93522 -3.58014 -3.50850
H -2.89440 1.35931 2.77099
H 0.12319 -2.77777 -1.51321
H 0.12689 -1.10119 5.85119
H 2.74082 -1.23112 1.29126
H -1.72698 -1.66158 -6.24122
H -2.33107 -1.36699 6.03575
H -1.05950 3.93611 3.68609
H 1.37259 -1.07891 0.24180
H -3.97537 -2.82084 -1.52540
H 2.51062 1.40175 1.20499
H 0.28844 1.25397 1.53810
```

**Largest force on an atom**: 3.5 eV Å⁻¹
**Kohn-Sham gap**: 8.3258 eV
**LUMO level**: -0.200 hartree
**HOMO**: -13.781 eV
**Electronic energy**: -1517.03146 a.u.
**Total charge**: +2


Here is 2 unconnected molecules or ions with the total composition C5H10O2 at a distorted geometry from OMol25. Energies are from ωB97M-V/def2-TZVPD.

Structure (XYZ):
```
17
Properties=species:S:1:pos:R:3
O -1.80034 -0.70394 -1.51570
O 2.71017 1.69105 0.82515
C -0.14828 -2.33987 -1.25859
C -0.02475 -0.18449 0.00770
C -0.80360 1.59171 1.68568
C -0.59887 -0.95495 -0.90373
C -0.53275 1.14794 0.42814
H -0.73159 1.02627 2.60705
H 2.42526 0.90196 0.36202
H 2.02260 1.85996 1.47225
H -0.96264 2.65219 1.87576
H 0.92703 -2.44159 -1.42630
H -2.08138 0.21025 -1.30404
H 0.93834 -0.49054 0.41886
H -0.57033 -2.62471 -2.23454
H -0.30413 1.89721 -0.32947
H -0.46474 -3.23845 -0.71024
```

**Largest force on an atom**: 2.0 eV Å⁻¹
**Kohn-Sham gap (spin up / spin down)**: 3.4830 / 8.0641 eV
**LUMO level (spin up / spin down)**: 0.150 / 0.142 hartree
**Spin multiplicity**: 2
**HOMO (spin up / spin down)**: 0.607 / -4.209 eV
**Electronic energy**: -346.90274 a.u.
**<S²>**: 0.75
**Total charge**: -1